{"formula": "CH5BO2S", "method": "ωB97M-V with the def2-TZVPD basis set", "s_squared": 2.005, "multiplicity": 3, "charge": 0, "gap_ev": [8.27, 5.93], "symbols": ["B", "C", "O", "O", "S", "H", "H", "H", "H", "H"], "coordinates": [[-2.520, -0.215, 0.164], [1.914, -1.533, -0.334], [-1.446, -0.833, 0.515], [1.213, -0.617, 0.031], [-3.798, 0.739, -0.168], [2.258, -2.258, 0.366], [2.172, -1.570, -1.463], [0.606, 3.448, -0.061], [-0.557, -0.556, 0.340], [0.158, 3.393, 0.611]], "forces_ev_per_angstrom": [[-0.533, 1.223, -0.086], [3.130, -3.457, -3.825], [-0.645, -1.238, 0.500], [-3.119, 4.392, 1.724], [-0.003, -0.368, -0.074], [0.424, -0.743, 0.420], [-0.274, -0.130, 1.683], [-1.111, -0.140, 1.670], [1.025, 0.330, -0.341], [1.107, 0.132, -1.670]]}